1.
14
Properties=species:S:1:pos:R:3 method="wB97M-V/def2-TZVPD" spin_multiplicity=1 largest_force_ev_per_a=4.3 smiles=CSCSCC#N energy_ha=-1007.65564 homo_lumo_gap_ha=0.3261 lumo_energy_ev=0.377 mol_weight_g_mol=133.24 de_lowest_kcal_mol=49.3
C 1.64 -1.43 1.03
S -0.04 -1.02 1.51
C -0.19 0.65 1.25
S 0.34 1.45 -0.50
C -1.20 1.24 -1.78
C -1.49 -0.25 -1.70
N -1.31 -1.41 -1.58
H 1.62 -2.25 0.26
H 2.00 -1.86 1.94
H 2.07 -0.48 0.77
H -1.18 0.92 1.27
H 0.46 1.28 1.91
H -0.57 1.22 -2.67
H -2.14 1.94 -1.71

***

2.
41
Properties=species:S:1:pos:R:3 method="wB97M-V/def2-TZVPD" spin_multiplicity=1 largest_force_ev_per_a=1.0 smiles="CC(=O)c1cccc(NC(=O)c2cc(C)nn2-c2ccccc2)c1" energy_ha=-1048.99434 homo_lumo_gap_ha=0.3241 lumo_energy_ev=0.114 mol_weight_g_mol=319.36 de_lowest_kcal_mol=34.8
C 1.15 -2.41 -0.28
C -0.19 -3.10 -0.21
O -0.31 -4.29 -0.36
C -1.38 -2.23 0.05
C -2.64 -2.76 -0.20
C -3.78 -2.00 0.01
C -3.66 -0.69 0.43
C -2.40 -0.14 0.67
N -2.30 1.20 1.08
C -1.41 2.14 0.65
O -1.43 3.27 1.09
C -0.52 1.69 -0.45
C -0.93 1.53 -1.76
C 0.22 1.12 -2.46
C 0.35 0.80 -3.90
N 1.24 1.03 -1.63
N 0.81 1.39 -0.42
C 1.69 1.30 0.67
C 2.93 0.70 0.45
C 3.83 0.56 1.50
C 3.49 1.00 2.77
C 2.26 1.60 2.98
C 1.36 1.75 1.94
C -1.27 -0.92 0.51
H 1.90 -3.12 -0.61
H 1.43 -2.03 0.70
H 1.11 -1.57 -0.98
H -2.71 -3.78 -0.55
H -4.75 -2.42 -0.17
H -4.54 -0.08 0.58
H -3.05 1.56 1.66
H -1.91 1.69 -2.15
H -0.33 -0.01 -4.17
H 0.08 1.67 -4.51
H 1.37 0.51 -4.13
H 3.18 0.36 -0.54
H 4.78 0.09 1.32
H 4.19 0.89 3.58
H 2.00 1.96 3.96
H 0.42 2.24 2.13
H -0.30 -0.52 0.78

***

3.
16
Properties=species:S:1:pos:R:3 method="wB97M-V/def2-TZVPD" spin_multiplicity=1 largest_force_ev_per_a=1.4 smiles=CC.CC energy_ha=-159.57250 homo_lumo_gap_ha=0.4651 lumo_energy_ev=1.157 mol_weight_g_mol=60.14 de_lowest_kcal_mol=7.8
C -0.53 -1.68 0.76
C 0.22 -2.32 -0.42
H 0.12 -1.47 1.61
H -0.93 -0.67 0.61
H -1.35 -2.33 1.03
H 0.43 -1.62 -1.23
H -0.44 -3.03 -0.92
H 1.13 -2.80 -0.08
C 0.90 1.79 -0.18
C -0.55 2.26 -0.13
H 1.59 2.63 -0.07
H 1.11 0.97 0.49
H 1.18 1.37 -1.15
H -0.79 3.15 -0.69
H -0.91 2.29 0.90
H -1.17 1.46 -0.53

***

4.
54
Properties=species:S:1:pos:R:3 method="wB97M-V/def2-TZVPD" spin_multiplicity=1 largest_force_ev_per_a=2.1 total_charge=+1 energy_ha=-1190.26476 homo_lumo_gap_ha=0.1953 lumo_energy_ev=-4.786 mol_weight_g_mol=381.50 de_lowest_kcal_mol=21.1
C -3.86 -1.44 -2.58
N -2.95 -0.46 -2.02
C -1.73 -0.73 -1.49
C -1.15 0.46 -0.99
C 0.08 0.54 -0.33
C 0.72 1.77 0.03
C 0.77 2.87 -0.86
C 1.25 4.11 -0.45
C 1.70 4.28 0.87
C 1.73 3.18 1.75
C 1.28 1.93 1.32
C -2.15 1.52 -1.23
C -2.31 2.84 -0.82
C -3.45 3.56 -1.25
C -4.48 2.93 -1.97
C -4.39 1.56 -2.28
C -3.22 0.90 -1.91
H -4.76 -0.92 -2.91
H -3.40 -1.95 -3.43
H -4.14 -2.19 -1.83
H -1.32 -1.74 -1.48
H 0.42 -0.39 0.12
H 0.39 2.74 -1.89
H 1.25 4.95 -1.14
H 2.04 5.26 1.21
H 2.08 3.31 2.77
H 1.30 1.07 2.00
H -1.57 3.32 -0.18
H -3.54 4.62 -1.02
H -5.36 3.49 -2.28
H -5.18 1.02 -2.80
C -1.65 -3.64 2.52
O -0.52 -3.23 3.34
C 0.59 -2.75 2.72
C 0.66 -2.52 1.33
C 1.86 -2.08 0.78
C 3.00 -1.92 1.62
N 4.05 -1.58 0.80
C 3.64 -1.50 -0.51
C 4.64 -1.36 -1.58
C 2.26 -1.67 -0.54
C 2.93 -2.09 3.00
C 1.72 -2.49 3.55
H -2.41 -3.91 3.25
H -2.01 -2.82 1.88
H -1.38 -4.51 1.90
H -0.20 -2.71 0.67
H 5.02 -1.46 1.10
H 4.16 -1.56 -2.55
H 5.08 -0.35 -1.60
H 5.46 -2.08 -1.43
H 1.62 -1.61 -1.40
H 3.81 -1.91 3.61
H 1.61 -2.64 4.62